1.
68
Properties=species:S:1:pos:R:3 method="wB97M-V/def2-TZVPD" total_charge=-1 homo_lumo_gap_ev=7.238
C 5.19113 2.38772 0.01152
C 4.28601 1.58070 0.20396
C 3.05514 0.62462 0.49984
C 1.84895 1.16246 -0.38830
C 0.63564 0.14466 -0.55382
B -0.48198 0.18526 0.63729
C 0.17298 0.26006 2.16093
O -0.80866 -0.24197 3.12810
O -1.42732 0.78578 3.79054
C -1.68602 1.32214 0.39274
C -1.16244 2.78976 0.10448
C -1.28295 3.43145 -1.29008
C -0.74278 4.80088 -1.53057
C -0.07409 5.55731 -0.41182
C 0.02919 4.96294 0.95444
C -0.51618 3.57330 1.21190
H 5.71089 3.38166 -0.03121
H 2.79954 0.83269 1.59077
H 3.32372 -0.45433 0.32023
H 1.56853 2.18357 -0.00154
H 2.27597 1.33203 -1.43792
H 0.06783 0.33871 -1.52786
H 1.05481 -0.91505 -0.66624
H -1.05334 -0.88499 0.60565
H 0.58786 1.27789 2.42620
H 1.01639 -0.51783 2.16080
H -1.21705 0.67130 4.74393
H -2.32067 0.99616 -0.49344
H -2.28380 1.36961 1.35423
H -1.77271 2.88821 -2.15447
H -0.83246 5.29270 -2.54734
H 0.36195 6.58842 -0.55913
H 0.53599 5.50254 1.80075
H -0.39697 3.19602 2.26865
C -1.63381 -4.28024 5.95484
C -1.31096 -3.63074 4.61118
C -1.13541 -4.64193 3.46263
O 0.10372 -5.34353 3.47528
C 0.15050 -6.43886 4.36933
N -0.12732 -2.77963 4.76523
H -0.75489 -4.72526 6.42585
H -2.01942 -3.53373 6.65295
H -2.39393 -5.05779 5.84463
H -2.15960 -2.98864 4.35277
H -1.14600 -4.08498 2.52076
H -1.97663 -5.34682 3.41467
H -0.81396 -6.95061 4.44419
H 0.48478 -6.11050 5.35612
H 0.89007 -7.14974 3.99392
H 0.01837 -2.26553 3.89788
H 0.68344 -3.39519 4.82372
C 0.65452 1.81842 -4.71629
C -0.17092 0.55865 -4.47271
C -0.08236 -0.46859 -5.61680
O -0.84648 -0.13724 -6.77236
C -0.22742 0.79510 -7.63940
N -1.56271 0.93805 -4.19935
H 0.17762 2.50065 -5.42373
H 0.78238 2.37256 -3.78342
H 1.64856 1.57081 -5.09618
H 0.23295 0.08285 -3.57350
H -0.49894 -1.41356 -5.25315
H 0.96041 -0.67591 -5.89095
H 0.85896 0.66950 -7.67058
H -0.48422 1.81526 -7.34657
H -0.62244 0.63464 -8.64514
H -2.08345 0.10529 -3.93235
H -1.97668 1.20980 -5.09062



2.
74
Properties=species:S:1:pos:R:3 method="wB97M-V/def2-TZVPD" de_lowest_kcal_mol=30.2 total_charge=0 homo_lumo_gap_ev=5.238
C -1.80968 -2.36671 -3.43773
C -1.31099 -3.08148 -2.22069
H -1.83368 -3.01763 -4.31688
H -1.15769 -1.50433 -3.63462
H -2.82424 -1.98400 -3.25008
C -0.90960 -4.36266 -2.18673
C -0.68741 -5.18770 -3.40931
H -0.74225 -4.86264 -1.23019
H -0.23225 -4.58525 -4.20770
H -1.62204 -5.61257 -3.80248
H -0.00898 -6.01833 -3.18018
Bi 0.91494 1.69211 1.08124
Cl -1.71369 1.22980 0.81070
Cl 1.93194 4.04580 0.60707
H 0.88502 5.85365 4.55051
H -1.49878 6.56180 3.68524
C 1.02355 5.27990 3.62539
C -1.18820 6.05036 2.76264
N -0.28166 4.94527 3.05878
H 1.59725 4.36826 3.80931
C -0.67332 3.69496 2.86945
O 0.10317 2.70072 3.04394
H -2.06488 5.64124 2.24746
H -1.71668 3.56808 2.54252
H 1.56191 5.90454 2.90737
H -0.68447 6.77570 2.11336
H 1.95245 -1.47175 -2.83610
H 1.88920 -3.62006 -1.00921
C 2.95328 -1.35267 -2.39587
C 2.89636 -3.23420 -0.79531
N 2.94823 -1.79173 -1.00387
H 3.27294 -0.31100 -2.46967
C 2.80911 -0.94229 0.02110
O 2.71977 0.30290 -0.09154
H 3.15480 -3.46425 0.24492
H 2.78594 -1.40865 1.02356
H 3.65285 -2.00550 -2.93373
H 3.61319 -3.71812 -1.46785
O -0.07589 -1.46963 -1.48118
C -1.10555 -2.15068 -1.01131
C 0.18963 -2.97109 1.08898
C -1.00448 -2.82390 0.38360
H 1.09477 -2.46755 0.73641
C 0.26056 -3.83052 2.19155
H -2.00980 -1.51204 -0.96755
C -2.17162 -3.32131 0.95927
H 1.22752 -4.05293 2.65768
C -0.89712 -4.43322 2.68935
C -2.12800 -4.12887 2.09908
H -3.10453 -3.09092 0.43783
H -0.84968 -5.10692 3.55049
H -3.05749 -4.54365 2.49240
Si -0.30364 2.99908 -2.61181
Cl 0.50829 1.22090 -1.59460
C 1.31141 3.80681 -3.08829
C -1.23331 4.05530 -1.38552
C -1.34252 2.47062 -4.06496
H 2.13192 3.45377 -2.45236
H 1.27339 4.89572 -2.98493
H 1.54567 3.59124 -4.13643
H -0.74802 1.89889 -4.78975
H -1.75165 3.33092 -4.61766
H -2.20642 1.86506 -3.76193
H -1.81853 3.45558 -0.66767
H -1.92254 4.71911 -1.94882
H -0.54169 4.70474 -0.82503
N 0.61275 -0.88732 4.76752
C 0.16219 -0.36993 3.59399
N -1.15686 -0.15145 3.50575
O 0.98662 -0.19306 2.63318
H 0.02214 -0.88859 5.59231
H 1.60909 -1.01180 4.87577
H -1.51215 0.31960 2.65443
H -1.69987 -0.09349 4.35537